[1]
Molecular formula: C2H2BrO2S
Method: DFT, ωB97M-V/def2-TZVPD

```
8
Properties=species:S:1:pos:R:3:forces:R:3
C 0.0043 -1.3707 -0.1142 -1.479 1.557 -0.539
C 0.1152 0.0554 0.5186 -0.297 0.993 -3.842
O -0.7629 -1.6462 -1.0190 0.099 -0.394 -0.041
O 0.8678 -1.9205 0.5561 0.788 -1.704 0.756
S -1.3004 2.0864 -0.1843 0.291 -1.598 1.745
Br 1.7901 0.7383 0.0287 0.678 0.801 -0.022
H -0.0599 0.1387 1.5063 -0.673 0.435 3.155
H -0.6542 1.9185 -1.2922 0.593 -0.089 -1.213
```
Forces are in eV/Å.

Values from the calculation:
Total charge ... -1
E_tot ... -3200.088219 Eh
HOMO (spin up / spin down) ... -4.73 / -4.73 eV

=====

[2]
Molecular formula: C5H7N
Method: DFT, ωB97M-V/def2-TZVPD

```
13
Properties=species:S:1:pos:R:3:forces:R:3
C -0.3280 -0.5968 -1.7400 0.006 -0.100 -0.266
C 0.2652 -0.4029 -0.3811 -0.291 0.273 -0.031
C 0.9484 0.7340 -0.0374 -0.086 0.129 -0.041
N 0.6263 1.0459 1.2582 0.096 -0.006 0.128
C -0.2273 0.0952 1.7564 0.005 -0.015 0.114
C -0.4201 -0.8478 0.7846 -0.145 0.096 0.026
H -1.1908 0.0768 -1.7077 -0.047 -0.150 -0.456
H 0.3129 -0.2718 -2.5634 0.014 -0.180 0.088
H -0.7225 -1.5970 -1.9260 0.255 -0.046 -0.018
H 1.5729 1.3774 -0.6441 -0.219 0.005 0.121
H 0.8294 1.9305 1.6882 0.165 -0.182 0.146
H -0.7033 0.2093 2.7165 0.278 -0.092 0.116
H -1.0355 -1.7380 0.8406 -0.031 0.267 0.074
```
Forces are in eV/Å.

Values from the calculation:
Total charge ... 0
E_tot ... -249.449963 Eh
HOMO ... -8.05 eV
Structure (SMILES) ... Cc1cc[nH]c1

=====

[3]
Molecular formula: CH3LiLuO
Method: DFT, ωB97M-V/def2-TZVPD

```
7
Properties=species:S:1:pos:R:3:forces:R:3
O -0.3550 -0.1089 -0.1938 -0.330 -0.370 0.056
C -1.4982 -0.4592 -0.4520 -0.341 0.720 0.994
H -1.9744 -1.2805 0.1134 0.177 -0.096 -0.462
H -2.1554 0.1569 -1.0907 0.416 -0.349 -0.265
Li 0.8794 -0.3211 1.2358 -0.633 -0.142 -0.416
Lu 4.2132 1.0755 0.9291 -1.284 -0.380 -0.742
H 2.2042 0.3888 0.2597 1.994 0.617 0.836
```
Forces are in eV/Å.

Values from the calculation:
Total charge ... +2
⟨S²⟩ ... 0.7510
E_tot ... -1357.438820 Eh
2S+1 ... 2
HOMO (spin up / spin down) ... -16.89 / -17.97 eV

=====

[4]
Molecular formula: CH5HgO2
Method: DFT, ωB97M-V/def2-TZVPD

```
9
Properties=species:S:1:pos:R:3:forces:R:3
O -0.7276 0.1103 -0.5799 2.985 1.326 0.236
H 0.2494 0.6792 -0.3023 -2.449 -1.154 -0.433
C -1.9636 0.5610 -0.0969 -0.475 0.509 0.569
H -2.6717 -0.2813 -0.0628 0.287 0.204 -0.067
H -1.8834 0.9750 0.9241 -0.053 -0.124 -0.318
H -2.3937 1.3390 -0.7509 0.182 -0.226 0.159
Hg 0.9174 -1.5003 -0.0055 0.480 -0.709 -0.068
O 1.8323 0.4681 0.1189 -1.261 0.441 0.409
H 2.3093 1.0479 -0.4728 0.304 -0.266 -0.488
```
Forces are in eV/Å.

Values from the calculation:
Total charge ... 0
⟨S²⟩ ... 0.7548
E_tot ... -344.896541 Eh
2S+1 ... 2
HOMO (spin up / spin down) ... -8.62 / -10.01 eV

=====

[5]
Molecular formula: C27H71N17O34P
Method: DFT, ωB97M-V/def2-TZVPD

```
150
Properties=species:S:1:pos:R:3:forces:R:3
C 0.1665 0.9483 1.9451 0.525 0.151 -0.081
P 0.4525 2.7619 1.6569 -1.327 1.314 -0.015
C 1.2330 3.0889 0.0078 0.225 -0.982 -0.224
C 1.4742 3.5028 3.0771 0.330 -0.933 0.292
O 0.4679 3.7662 4.0818 -0.514 -0.216 -0.533
C 2.0805 4.8796 2.6688 0.140 -0.590 -0.073
C 3.6332 5.0200 2.5678 0.180 2.516 -0.694
C 4.0303 5.2719 1.0701 0.622 -0.574 0.637
C 3.9886 6.3742 3.2785 -0.799 0.092 -0.772
N 4.4419 3.9760 3.2223 -1.498 -0.107 0.319
O 4.8820 4.2893 4.3831 0.362 -0.025 -0.088
C 3.9061 2.6148 3.1513 0.489 -2.694 0.413
C 3.9920 1.9410 1.7508 0.867 0.079 -0.082
C 4.7979 1.7265 4.0847 -1.090 -0.289 -0.143
C 2.4661 2.4837 3.7196 0.602 1.971 0.233
H -0.6323 0.6279 1.2587 0.378 0.136 0.068
H -0.2651 0.8509 2.9545 0.290 0.083 -0.264
H 1.0451 0.2917 1.8430 -0.300 0.073 0.048
H 0.4846 2.7584 -0.7363 0.352 0.272 0.574
H 1.4096 4.1509 -0.2019 -0.110 -0.237 0.411
H 2.1436 2.5103 -0.2150 -0.205 0.290 0.058
H 0.8932 4.2349 4.8049 0.197 -0.077 0.191
H 1.6511 5.1879 1.7017 0.125 -0.041 0.328
H 1.7146 5.6318 3.3874 0.111 -0.425 -0.102
H 3.8061 6.3156 0.8134 -0.201 -0.441 -0.061
H 5.1228 5.1573 0.9859 -0.312 -0.035 -0.113
H 3.5396 4.5797 0.3782 0.132 0.262 0.084
H 5.0611 6.5889 3.2544 -0.222 -0.178 0.265
H 3.5476 6.4391 4.2803 0.550 -0.173 -0.088
H 3.4865 7.1569 2.6789 0.176 -0.240 0.271
H 3.1931 1.2006 1.5970 0.071 0.452 0.078
H 4.0454 2.6317 0.9025 -0.266 -0.140 0.252
H 4.9303 1.3580 1.7284 -0.274 0.306 -0.148
H 4.4886 0.6855 3.8782 0.337 0.291 0.023
H 5.8622 1.8368 3.8471 -0.265 0.052 0.170
H 4.5622 1.8994 5.1477 0.521 0.204 -0.497
H 2.1167 1.4446 3.6867 0.067 0.285 -0.245
H 2.5375 2.7490 4.7921 -0.044 -0.080 -0.353
C 0.2676 -1.0452 -2.2876 0.242 -0.369 -0.075
N 0.9135 0.2848 -2.1752 -0.082 -0.365 -0.024
O 2.1234 0.3357 -2.1466 0.157 0.171 0.029
O 0.1747 1.2466 -2.1171 -0.137 0.031 -0.283
H 1.0403 -1.8054 -2.3336 0.064 0.100 0.105
H -0.3545 -1.1804 -1.4066 -0.063 0.043 -0.063
H -0.3370 -1.0371 -3.1920 0.004 0.100 0.226
C 7.2113 -0.5615 5.8033 -0.184 0.051 -0.331
N 6.8653 -1.6661 4.8677 -0.020 0.244 0.040
O 6.2729 -1.3810 3.8468 -0.072 -0.093 -0.157
O 7.2003 -2.7849 5.1894 0.015 -0.164 0.016
H 6.8500 0.3714 5.3859 -0.015 -0.045 -0.005
H 6.7290 -0.7721 6.7495 0.042 -0.107 -0.007
H 8.2886 -0.5470 5.9057 0.007 -0.131 -0.013
C -2.9475 1.2889 -3.7004 0.188 0.128 0.214
N -3.0820 -0.0575 -4.3177 0.058 0.259 0.176
O -2.1858 -0.8581 -4.1422 -0.081 -0.163 -0.180
O -4.0845 -0.2729 -4.9579 -0.129 -0.124 -0.209
H -2.0063 1.3315 -3.1618 -0.014 -0.075 -0.032
H -2.9703 2.0189 -4.5048 -0.145 -0.028 0.012
H -3.7897 1.4246 -3.0260 -0.073 0.049 -0.126
C -0.4436 8.3552 3.5885 0.151 0.001 0.238
N -0.3473 8.3982 2.1062 0.061 -0.028 0.106
O 0.7540 8.5283 1.6186 0.178 -0.010 -0.106
O -1.3821 8.2973 1.4878 -0.166 -0.035 -0.086
H 0.5539 8.4555 4.0026 -0.001 0.005 -0.081
H -1.0789 9.1799 3.8986 -0.084 -0.085 -0.027
H -0.8838 7.3990 3.8593 -0.095 0.058 -0.029
C 0.3201 -4.6597 -3.3840 0.059 -0.233 0.140
N -0.2191 -4.8296 -2.0091 0.166 0.101 -0.294
O -0.9174 -5.8000 -1.7941 -0.018 0.020 0.250
O 0.0752 -3.9806 -1.1901 -0.180 -0.124 0.157
H -0.0169 -5.4828 -3.9966 -0.036 0.212 0.434
H -0.0555 -3.7143 -3.7675 0.050 0.002 0.017
H 1.4057 -4.6500 -3.3082 -0.026 0.173 0.063
C -2.5423 4.2067 3.0904 0.029 0.076 0.232
N -3.9573 3.8876 3.4129 0.271 0.164 -0.016
O -4.2962 3.8916 4.5745 -0.149 -0.030 0.075
O -4.6816 3.6354 2.4707 -0.228 -0.065 -0.031
H -2.0077 4.4010 4.0119 -0.040 -0.098 0.014
H -2.1229 3.3472 2.5763 0.027 0.146 -0.095
H -2.5408 5.0835 2.4471 -0.040 -0.129 -0.143
C 0.1917 -6.2320 -8.1147 0.004 -0.017 -0.295
N -0.0849 -5.3300 -6.9673 0.023 -0.126 -0.326
O -0.3079 -4.1642 -7.1998 -0.061 0.168 0.071
O -0.0685 -5.8314 -5.8629 -0.080 -0.184 -0.446
H 0.1437 -5.6515 -9.0292 -0.011 0.062 0.077
H 1.1837 -6.6500 -7.9686 -0.080 -0.094 0.090
H -0.5650 -7.0124 -8.1051 0.103 -0.069 0.120
C -1.1112 -9.0848 -3.6298 0.128 0.022 0.215
N -1.0872 -9.0993 -5.1154 0.065 0.031 0.149
O -0.0094 -9.0216 -5.6617 0.180 -0.004 -0.165
O -2.1539 -9.1833 -5.6820 -0.170 0.025 -0.114
H -0.0921 -9.0043 -3.2687 -0.006 0.009 -0.081
H -1.7018 -8.2264 -3.3204 -0.056 -0.061 -0.014
H -1.5690 -10.0141 -3.3022 -0.098 0.065 -0.031
C -7.0283 3.5229 0.1567 0.208 0.029 0.194
N -6.8744 3.5022 -1.3226 -0.053 -0.018 0.191
O -5.7547 3.6220 -1.7756 0.182 -0.042 -0.146
O -7.8811 3.3654 -1.9794 -0.107 -0.012 -0.145
H -6.0514 3.6514 0.6063 -0.004 -0.010 -0.068
H -7.6825 4.3534 0.4065 -0.094 -0.088 -0.054
H -7.4697 2.5748 0.4510 -0.104 0.052 -0.052
C -1.6457 -5.0678 1.7120 -0.048 0.023 -0.313
N -1.9238 -4.1774 2.8691 0.025 -0.049 -0.146
O -2.1328 -3.0057 2.6410 -0.009 0.185 0.020
O -1.9206 -4.6867 3.9679 0.013 -0.056 0.180
H -1.6807 -4.4809 0.8019 0.039 0.034 0.062
H -0.6581 -5.4961 1.8568 -0.062 -0.061 0.060
H -2.4103 -5.8395 1.7039 0.082 -0.051 0.099
C -7.4391 -0.4857 -4.5807 0.199 0.065 -0.085
N -8.2495 -0.5264 -3.3364 0.110 0.063 -0.116
O -7.6667 -0.4044 -2.2808 0.054 0.016 0.205
O -9.4436 -0.6810 -3.4635 -0.168 -0.043 0.008
H -6.3979 -0.3457 -4.3159 -0.061 -0.023 0.045
H -7.5815 -1.4314 -5.0952 -0.071 0.044 -0.008
H -7.8019 0.3459 -5.1792 -0.093 -0.064 0.005
C 4.7422 -1.9309 -1.2140 0.198 0.184 0.096
N 4.4265 -3.0635 -2.1228 0.212 0.152 0.116
O 5.3474 -3.7085 -2.5648 0.055 -0.133 -0.101
O 3.2534 -3.2629 -2.3609 -0.314 -0.075 -0.081
H 5.8182 -1.8739 -1.0945 -0.022 -0.086 -0.040
H 4.3500 -1.0263 -1.6723 -0.140 -0.059 0.062
H 4.2548 -2.1300 -0.2635 -0.087 0.043 -0.060
C 2.0620 -0.6356 6.8410 0.057 -0.264 -0.034
N 2.7439 0.6704 7.0329 0.001 -0.148 0.028
O 3.9522 0.6687 7.1272 0.169 -0.020 0.062
O 2.0402 1.6537 7.0806 -0.106 0.168 -0.007
H 2.8127 -1.4177 6.8172 0.030 0.073 0.004
H 1.3809 -0.7741 7.6759 -0.076 0.073 -0.081
H 1.5209 -0.5859 5.8998 -0.087 0.056 0.076
C -4.4165 -2.6921 -7.6788 0.300 0.050 0.138
N -5.8035 -3.0003 -7.2443 0.227 0.032 -0.026
O -6.0333 -2.9866 -6.0546 -0.141 -0.044 0.197
O -6.6121 -3.2432 -8.1111 -0.171 -0.034 -0.110
H -3.8141 -2.4958 -6.7980 -0.095 0.010 0.022
H -4.0455 -3.5568 -8.2219 -0.078 0.056 -0.097
H -4.4636 -1.8174 -8.3214 -0.037 -0.087 -0.078
C -10.1096 -3.4897 -8.0884 -0.135 -0.099 0.245
N -10.4535 -2.8939 -9.4059 -0.041 -0.049 0.110
O -11.6272 -2.7435 -9.6662 -0.164 0.032 -0.070
O -9.5312 -2.5986 -10.1318 0.137 0.050 -0.115
H -11.0292 -3.7000 -7.5537 -0.024 0.046 -0.087
H -9.5517 -4.4021 -8.2774 0.130 0.110 -0.007
H -9.5030 -2.7674 -7.5503 0.123 -0.080 -0.082
C 9.6108 -0.4542 9.7120 -0.143 -0.111 0.218
N 9.4061 0.1840 8.3864 -0.018 -0.005 0.165
O 8.2657 0.3777 8.0215 0.041 0.260 0.356
O 10.3970 0.4670 7.7533 0.138 0.019 -0.128
H 8.6407 -0.6485 10.1556 -0.005 0.040 -0.073
H 10.1569 -1.3790 9.5480 0.090 0.084 -0.006
H 10.1863 0.2373 10.3208 0.087 -0.049 -0.067
```
Forces are in eV/Å.

Values from the calculation:
Total charge ... 0
⟨S²⟩ ... 0.7542
E_tot ... -4900.096012 Eh
2S+1 ... 2
HOMO (spin up / spin down) ... -8.01 / -8.01 eV

=====

[6]
Molecular formula: C5H13N4
Method: DFT, ωB97M-V/def2-TZVPD

```
22
Properties=species:S:1:pos:R:3:forces:R:3
C -0.0610 1.2822 -1.2801 -0.940 -0.181 -0.687
C 0.5491 -1.1938 1.5681 1.324 1.858 -0.727
C -1.1922 -1.3774 -0.2157 0.920 -1.851 1.126
C 1.1947 -1.3298 -0.9285 -0.916 2.338 -0.847
C 0.1928 -0.7929 0.0965 -1.597 -1.378 0.691
N -0.4438 2.4592 1.2712 -0.550 2.741 -0.731
N -0.2516 1.2687 1.1608 1.208 -4.282 -3.766
N 0.0219 0.6688 -0.0410 0.215 1.285 3.531
N -0.2429 2.5248 -1.2788 0.407 0.145 1.542
H -0.1183 0.5406 -2.1201 0.391 0.900 0.585
H 0.0183 -2.0430 1.9495 -0.534 -0.139 0.054
H 1.5760 -1.4877 1.4329 0.599 -0.166 0.789
H 0.5071 -0.3018 2.2427 0.055 -1.471 -0.370
H -1.1388 -2.4099 0.2494 -0.814 1.202 -0.503
H -1.3337 -1.5570 -1.2515 -0.294 0.140 -1.104
H -1.9716 -0.7413 0.1642 -0.504 -0.178 0.460
H 1.8989 -0.5008 -1.1721 0.012 -1.005 0.078
H 1.6626 -2.2112 -0.6032 0.808 -0.971 0.519
H 0.5976 -1.5786 -1.8131 0.618 0.031 -0.166
H -0.6679 2.6134 2.2277 -0.306 1.305 0.823
H -0.3405 3.0535 -2.0970 -0.189 0.259 -1.739
H -0.4566 3.1141 0.4381 0.089 -0.583 0.441
```
Forces are in eV/Å.

Values from the calculation:
Total charge ... +1
E_tot ... -416.991629 Eh
HOMO ... -14.53 eV
Structure (SMILES) ... [H]/N=C/[N+](=N\N)C(C)(C)C